[1]
Below is one molecule with the formula C4H7NO, with properties calculated with wB97M-V/def2-TZVPD.

Geometry (Å):
O (2.5083, 0.6163, 0.6179)
N (0.8717, -0.9188, 0.0754)
C (-0.2803, 1.2239, -0.4130)
C (2.1449, -0.3655, 0.0103)
C (-0.1902, -0.2181, 0.0051)
C (-1.4873, -0.8909, 0.3697)
H (0.6902, 1.6764, -0.6153)
H (-1.4669, -1.1089, 1.4418)
H (-0.9179, 1.2860, -1.2991)
H (2.8384, -0.9858, -0.5843)
H (-0.7726, 1.7955, 0.3821)
H (-1.5828, -1.8460, -0.1485)
H (-2.3556, -0.2642, 0.1577)

Forces on the atoms, in the same order (eV/Å):
0.0 -0.3 -0.2
-0.1 0.2 0.2
0.1 0.0 0.1
0.1 0.1 0.0
0.0 -0.1 0.0
-0.1 0.0 0.0
-0.2 -0.1 0.0
0.0 0.0 -0.1
0.0 0.0 0.1
0.0 0.2 0.0
0.0 -0.1 -0.1
0.0 0.1 0.0
0.1 -0.1 0.0

As for the SMILES: CC(C)=NC=O. The HOMO energy is -9.713 eV. The value obtained for the energy is -7798.618 eV. For the energy relative to the best compared isomer or geometry (same formula, charge and spin), the calculation gives 23.7 kcal per mole.

***

[2]
Below is an isolated ion of composition C3HO3 and charge -1, with properties calculated with wB97M-V/def2-TZVPD.

Geometry (Å):
O (2.1450, -1.2336, -0.0476)
O (-2.2641, 1.1959, -0.0316)
O (-1.2584, -1.0296, 0.0167)
C (1.2386, -0.0777, -0.0160)
C (-0.1032, -0.0402, 0.0569)
C (-1.4150, 0.3478, -0.0764)
H (1.6571, 0.8374, 0.0980)

Forces on the atoms, in the same order (eV/Å):
-4.0 4.9 0.1
-0.3 -0.8 -0.6
-0.6 0.7 -0.5
2.2 -7.6 0.1
0.4 -0.5 -0.5
0.8 0.3 1.4
1.6 3.0 0.0

As for the SMILES: O=CC1=C([O-])O1. The HOMO energy (spin up / spin down) is -3.367 / -3.367 eV. The value obtained for the energy is -9267.441 eV. Its total charge is -1. For the energy relative to the best compared isomer or geometry (same formula, charge and spin), the calculation gives 69.2 kcal per mole.

***

[3]
Below is a 5-piece molecular cluster, C31H29F32NO8 overall, with properties calculated with wB97M-V/def2-TZVPD.

Geometry (Å):
F (-7.8931, -2.9192, -1.0913)
F (-2.3490, 6.9696, -2.4021)
F (-2.7224, 5.1965, -4.5371)
F (6.9971, -3.7590, 2.8997)
F (-3.7749, 5.0721, -0.6426)
F (2.9464, -8.2002, 4.6853)
F (4.1055, 3.2689, 0.6731)
F (-1.4994, 4.4280, -2.0290)
F (6.7106, 3.8326, -0.4522)
F (-7.1091, 0.9307, -0.2205)
F (-0.7190, 3.5651, -3.8801)
F (-3.2256, 3.0823, -4.7683)
F (2.9316, 5.1296, -0.9452)
F (-2.8938, 7.5548, -0.3628)
F (3.8059, -7.0934, 3.0029)
F (3.4556, 7.0097, -1.8935)
F (4.4146, -3.1563, 2.4286)
F (4.5960, -6.4353, 5.7697)
F (3.3772, 6.9965, 0.8826)
F (3.7589, -4.5674, 3.9601)
F (5.5005, -8.4073, 5.7562)
F (-5.5463, 1.1937, -1.7025)
F (-9.9225, -2.3933, -1.7099)
F (-9.6203, -2.8669, 0.9264)
F (5.1788, 5.7516, 0.8674)
F (-5.4151, 6.4828, -0.8079)
F (-8.3192, -1.1226, 1.1326)
F (-5.8028, -1.6759, 0.2805)
F (5.7938, -5.3888, 2.0807)
F (6.3361, 2.1380, -1.7804)
F (-4.7834, 0.1952, 0.7727)
F (5.6516, 1.7315, 0.8025)
O (2.1002, 0.2684, -0.4650)
O (-4.7195, 5.5182, -2.6399)
O (2.1193, -0.4371, -2.5893)
O (-6.9346, -0.4727, -1.9733)
O (4.9559, 5.4221, -1.8925)
O (-1.7526, 0.5541, -1.2632)
O (6.2546, -6.9367, 4.3283)
O (3.7611, -1.0585, -1.2646)
N (-2.2188, -1.0088, 0.3360)
C (4.8542, 2.4174, -0.0549)
C (4.8016, -3.8219, 3.5467)
C (-5.2429, -0.5695, -0.2491)
C (-0.1329, -3.9713, 1.3192)
C (2.6144, -0.4358, -1.5152)
C (-4.3407, 4.2332, -3.1050)
C (-0.8914, -2.7964, 1.4088)
C (-3.3822, 7.2339, -1.5826)
C (3.9453, 5.9871, -1.1595)
C (0.0431, -4.5883, 0.0787)
C (1.0379, -0.4644, 0.1905)
C (5.0461, 4.0276, -2.1232)
C (-0.1466, 0.4613, 0.4659)
C (6.6243, -5.5712, 4.2885)
C (4.0844, -7.9569, 3.9993)
C (-0.5618, -4.0407, -1.0484)
C (4.4461, 6.6209, 0.1454)
C (3.9849, -1.4991, 0.0770)
C (-1.3326, -2.8741, -0.9656)
C (-6.2646, 0.2629, -1.0320)
C (-3.0086, 4.0679, -3.8497)
C (-9.2818, -1.6798, 0.3725)
C (-1.4839, -2.2500, 0.2736)
C (-8.3230, -0.7360, -1.8926)
C (-1.4080, 0.0399, -0.2395)
C (5.1258, -7.3785, 4.9673)
C (6.0263, -4.6703, 3.1993)
C (5.7329, 3.1394, -1.0762)
C (-1.7911, 3.5978, -3.0534)
C (-4.3090, 6.0197, -1.4349)
C (-8.8119, -1.9316, -1.0628)
H (-2.4610, -0.7792, 1.2934)
H (-10.1619, -1.0306, 0.3730)
H (-0.3069, 0.5141, 1.5397)
H (-0.4289, -4.5025, -2.0147)
H (4.0856, 3.6097, -2.4275)
H (-4.4548, 3.4770, -2.3274)
H (-5.0935, 4.0104, -3.8591)
H (5.6971, 3.9604, -2.9932)
H (7.6857, -5.6057, 4.0490)
H (3.7566, -0.7296, 0.8052)
H (-8.5860, -1.0005, -2.9155)
H (3.3950, -2.3796, 0.3101)
H (4.4576, -8.8879, 3.5684)
H (6.5479, -5.1069, 5.2724)
H (0.7686, -1.3151, -0.4236)
H (0.3390, -4.3932, 2.1922)
H (4.1959, 1.7035, -0.5561)
H (0.6410, -5.4784, -0.0106)
H (1.4266, -0.8735, 1.1178)
H (-3.9450, 8.0797, -1.9825)
H (0.1083, 1.4594, 0.1331)
H (-1.9590, 2.5903, -2.6615)
H (-8.8878, 0.1663, -1.6555)
H (5.0473, -3.0905, 4.3211)
H (-1.7792, -2.4518, -1.8494)
H (-0.9961, -2.3123, 2.3698)
H (5.0292, -1.7601, 0.1711)
H (5.0574, 7.4966, -0.0815)
H (-4.4150, -0.8662, -0.8913)

Forces on the atoms, in the same order (eV/Å):
0.0 0.1 0.1
0.0 -0.1 0.0
0.0 0.0 0.1
0.1 0.1 0.1
0.1 0.1 -0.1
0.0 0.0 0.0
0.1 0.1 -0.1
-0.1 0.1 0.0
-0.1 0.0 0.0
0.1 -0.1 0.0
0.0 0.1 0.0
0.0 -0.1 0.0
0.1 0.0 0.1
0.0 0.0 0.0
0.0 0.1 0.1
-0.1 0.1 -0.1
0.0 0.0 0.1
0.0 0.0 -0.1
0.0 0.0 0.0
0.1 -0.1 0.0
0.0 -0.1 0.1
0.1 0.2 0.0
-0.1 0.1 0.0
0.0 0.0 0.0
-0.1 -0.1 0.0
-0.1 0.0 0.1
0.1 0.0 -0.1
-0.1 0.1 0.0
-0.1 0.0 0.1
-0.1 -0.1 -0.1
0.0 0.0 0.0
0.0 0.0 0.0
-0.2 -0.3 0.4
0.6 0.3 -0.1
-0.3 0.0 -0.8
0.2 -0.4 0.4
0.2 0.0 0.6
-0.1 0.1 -0.4
-0.5 0.1 -0.5
0.2 -0.2 0.3
0.5 -0.5 -0.1
-0.1 -0.3 0.1
-0.1 0.2 0.0
0.1 -0.1 0.1
-0.3 0.3 -0.6
0.1 0.3 0.0
-0.6 -0.4 0.1
0.3 -0.6 -0.1
0.1 0.2 0.0
-0.1 -0.2 -0.4
-0.3 0.5 0.2
0.2 0.1 0.0
-0.2 -0.1 -0.7
0.1 0.0 0.3
0.5 0.0 0.4
-0.1 -0.1 -0.1
-0.2 0.5 0.1
0.1 0.1 0.1
0.3 0.0 0.4
0.5 -0.6 0.5
-0.4 0.1 -0.2
-0.1 0.6 0.0
-0.2 -0.1 0.1
-0.2 0.0 0.0
-0.2 0.4 -0.5
-0.4 0.4 -0.1
0.3 0.2 0.2
-0.1 -0.5 -0.2
0.2 0.5 0.1
0.2 -0.4 0.1
-0.3 -0.4 -0.1
0.5 -0.1 -0.1
0.1 0.0 0.1
0.0 0.0 0.0
-0.2 -0.1 0.1
0.0 -0.1 -0.1
-0.1 -0.1 0.2
0.2 0.0 0.1
0.0 0.0 0.0
0.0 0.0 0.0
0.0 0.0 0.0
0.0 0.2 0.0
0.0 0.0 0.0
-0.2 -0.1 -0.2
0.0 0.0 0.0
-0.2 0.1 0.0
-0.1 -0.1 -0.2
0.0 0.0 0.2
0.0 0.1 0.0
0.1 -0.2 0.0
0.1 0.0 0.2
0.0 0.0 0.0
0.1 0.1 -0.2
0.0 0.0 0.0
0.0 0.0 0.2
0.0 0.0 0.0
-0.1 0.1 -0.1
-0.1 0.1 0.1
0.2 0.0 -0.2
0.0 0.0 0.0
0.1 0.1 0.0

As for the SMILES: FC(F)C(F)(F)COC(F)(F)C(F)F.FC(F)C(F)(F)COC(F)(F)C(F)F.FC(F)C(F)(F)COC(F)(F)C(F)F.FC(F)C(F)(F)COC(F)(F)C(F)F.COC(=O)OCCC(=O)Nc1ccccc1. The HOMO energy is -9.334 eV. The value obtained for the energy is -137446.600 eV. For the energy relative to the best compared isomer or geometry (same formula, charge and spin), the calculation gives 0.0 kcal per mole.

***

Question: energy of number 1 (C4H7NO)?
Answer: -7798.618 eV

***

Question: Number 2 is which compound?
Answer: C3HO3